i.
Entry from the OMol25 dataset: an isolated molecule of C16H21N3O3S2 (ωB97M-V/def2-TZVPD).

Each line ends with the Mulliken charge.
CARTESIAN COORDINATES (ANGSTROEM)
C 3.58309 2.98393 3.62283  -0.794
N 3.66927 1.93200 2.63274  -0.320
S 3.29852 2.43846 1.07114  1.339
O 3.77436 3.77347 0.84024  -0.677
O 3.73201 1.38874 0.19667  -0.687
C 1.51592 2.44187 1.15308  -0.074
C 0.81894 3.62674 1.27933  -0.224
C -0.56336 3.58300 1.38485  -0.714
C -1.21777 2.36425 1.34985  -0.609
C -0.50865 1.17444 1.19557  0.342
C -1.28292 -0.10639 1.15548  0.298
O -2.35778 -0.23076 1.71238  -0.661
N -0.69869 -1.08976 0.44063  0.162
C -1.30149 -2.38311 0.24416  -1.324
C -1.54295 -2.73990 -1.24667  0.519
C -0.33201 -2.45645 -2.08567  -0.231
C 0.99154 -2.49576 -1.76655  -0.653
C 1.83170 -2.19532 -2.86389  -0.567
C 1.13130 -1.94127 -3.99626  -0.506
S -0.56824 -2.06285 -3.75313  -0.061
N -2.70020 -2.12905 -1.87573  -0.034
C -2.78964 -0.68836 -1.74287  -1.159
C -3.95636 -2.75932 -1.53665  -1.022
C 0.87868 1.21993 1.11037  -0.445
H 2.54107 3.29691 3.68253  0.269
H 3.89369 2.59758 4.59118  0.339
H 4.19530 3.85036 3.35481  0.318
H 4.56587 1.46716 2.62305  0.297
H 1.36707 4.55570 1.28915  0.516
H -1.12710 4.49679 1.49393  0.420
H -2.29253 2.30886 1.43830  0.467
H 0.14440 -0.90071 -0.07937  0.165
H -0.65914 -3.15311 0.68532  0.385
H -2.25336 -2.37524 0.77987  0.444
H -1.72346 -3.82480 -1.27528  0.569
H 1.37261 -2.74968 -0.79263  0.499
H 2.90438 -2.16703 -2.79948  0.410
H 1.50717 -1.68673 -4.96684  0.456
H -3.49650 -0.32202 -2.48785  0.418
H -3.13929 -0.37134 -0.75181  0.366
H -1.82053 -0.23494 -1.94136  0.300
H -3.88714 -3.83173 -1.71370  0.366
H -4.73057 -2.35248 -2.18587  0.345
H -4.25901 -2.58848 -0.49319  0.318
H 1.49177 0.33640 1.02736  0.435

Its spin multiplicity is 1. As for the SMILES: CNS(=O)(=O)c1cccc(C(=O)NC[C@H](c2cccs2)N(C)C)c1.

ii.
Entry from the OMol25 dataset: an isolated molecule of C16H21N3O3S2 (ωB97M-V/def2-TZVPD).

Each line ends with the Mulliken charge.
CARTESIAN COORDINATES (ANGSTROEM)
C -1.22822 3.19477 1.94164  -1.849
C -0.46701 2.15328 1.11853  0.970
N 0.65249 1.63567 1.89902  -0.288
C 0.53459 0.75685 2.92233  0.394
O -0.52600 0.44906 3.42181  -0.649
C 1.85995 0.17268 3.38654  -0.909
C 2.15683 -1.15337 2.66168  -0.529
C 3.11381 -1.04759 1.48403  -0.864
S 2.48199 -0.11365 0.04628  -0.186
C 1.29201 -1.24425 -0.53224  0.083
N 1.13174 -2.44206 -0.04646  -0.504
C 0.09373 -2.98111 -0.76735  0.406
C -0.51193 -4.22817 -0.67723  -0.698
C -1.55982 -4.48861 -1.53584  -0.478
C -2.00573 -3.54494 -2.46335  -0.487
C -1.41636 -2.30038 -2.57003  -0.906
C -0.36274 -2.03371 -1.71363  0.630
N 0.43304 -0.92584 -1.54255  0.120
C -1.40188 0.98417 0.71996  -0.651
C -2.30660 1.41771 -0.40705  -0.977
S -1.17851 2.39483 -1.44624  1.235
O -1.80503 3.59395 -1.92149  -0.739
O -0.56368 1.54424 -2.44002  -0.769
C 0.07134 2.76766 -0.16830  -0.997
H -0.54907 3.97963 2.26669  0.451
H -1.65274 2.72107 2.82285  0.401
H -2.02265 3.64271 1.35170  0.421
H 1.57232 1.78396 1.51499  0.407
H 1.76159 -0.02323 4.45432  0.386
H 2.67411 0.88232 3.23405  0.395
H 1.22573 -1.61354 2.32635  0.368
H 2.62092 -1.84582 3.36734  0.386
H 4.03523 -0.53570 1.76261  0.549
H 3.34130 -2.04264 1.10472  0.418
H -0.16770 -4.95588 0.03969  0.462
H -2.05263 -5.44860 -1.49252  0.376
H -2.83104 -3.79705 -3.11243  0.384
H -1.75114 -1.56475 -3.28520  0.480
H 0.31955 -0.03740 -2.02229  0.257
H -1.96036 0.65682 1.59662  0.624
H -0.78471 0.14737 0.39053  0.099
H -3.11042 2.07483 -0.09227  0.410
H -2.69734 0.58829 -0.98671  0.532
H 0.18748 3.84487 -0.11605  0.449
H 0.99538 2.29970 -0.49914  0.390

Its spin multiplicity is 1. As for the SMILES: C[C@@]1(NC(=O)CCCSc2nc3ccccc3[nH]2)CCS(=O)(=O)C1.

iii.
Entry from the OMol25 dataset: an isolated molecule of C16H21N3O3S2 (ωB97M-V/def2-TZVPD).

Each line ends with the Mulliken charge.
CARTESIAN COORDINATES (ANGSTROEM)
C -0.61089 -2.03736 2.45514  -0.825
C -0.41819 -1.86785 3.95659  -0.593
C -0.42245 -0.40961 4.41891  -0.670
C 0.89251 0.33248 4.15877  -0.435
C 1.15407 0.64628 2.73578  0.330
N 2.27768 0.46622 2.14930  -0.813
N 2.32643 0.88048 0.89185  -0.145
C 1.21698 1.37846 0.46973  0.485
N 0.97194 1.87410 -0.78158  0.089
C 1.49099 1.48399 -1.98817  0.161
O 1.07954 2.00034 -3.00341  -0.592
C 2.53023 0.38618 -1.99800  -0.583
C 1.96554 -0.80643 -2.74926  -0.966
S 0.71121 -1.68057 -1.72632  1.139
O 0.61163 -1.03055 -0.44548  -0.438
O 1.05229 -3.07758 -1.72554  -0.729
C -0.91196 -1.52543 -2.58267  -1.410
C -1.47257 -0.17027 -2.36038  0.517
C -1.95117 0.17254 -1.09902  -0.020
C -2.41469 1.45163 -0.85124  -0.654
C -2.41539 2.39950 -1.86354  -0.446
C -1.96032 2.05963 -3.12592  -0.363
C -1.48638 0.78301 -3.37165  -0.440
S -0.04237 1.41483 1.69405  -0.155
H -0.67908 -3.09304 2.20279  0.433
H -1.53113 -1.55051 2.13596  0.232
H 0.21445 -1.61798 1.88715  0.147
H 0.51892 -2.33886 4.25976  0.314
H -1.23003 -2.38913 4.47085  0.363
H -1.24127 0.12673 3.93317  0.352
H -0.60289 -0.38593 5.49616  0.316
H 0.87039 1.27948 4.70847  0.270
H 1.73794 -0.25167 4.52642  0.283
H 0.16719 2.48731 -0.86588  0.222
H 3.40945 0.76350 -2.52541  0.532
H 2.81009 0.10550 -0.98412  0.368
H 1.47426 -0.49730 -3.66857  0.407
H 2.72358 -1.55582 -2.95816  0.487
H -0.72512 -1.75891 -3.62670  0.483
H -1.51101 -2.31059 -2.12621  0.451
H -1.94139 -0.56552 -0.31232  0.307
H -2.77561 1.71068 0.13340  0.441
H -2.77729 3.39851 -1.66885  0.413
H -1.96038 2.79104 -3.91869  0.389
H -1.12574 0.52847 -4.35715  0.344

Its spin multiplicity is 1. As for the SMILES: CCCCc1nnc(NC(=O)CCS(=O)(=O)Cc2ccccc2)s1.

ii is the most stable structure; the next one sits 1.543 eV above it.

i.
Entry from the OMol25 dataset: an isolated molecule of C27H29N3O6 (ωB97M-V/def2-TZVPD).

Each line ends with the Mulliken charge.
CARTESIAN COORDINATES (ANGSTROEM)
C 6.10651 1.95492 -0.01555  -1.063
C 6.17237 0.50007 -0.46086  -0.370
O 4.88643 -0.10515 -0.40607  -0.260
C 4.50592 -0.63380 0.77055  0.812
O 5.25124 -0.69263 1.74098  -0.815
C 3.13895 -1.09588 0.73986  -1.213
C 2.57138 -1.61469 1.86767  0.524
N 3.24732 -1.84749 3.00590  -0.410
O 1.26488 -1.98882 1.95381  -0.511
C 0.51001 -1.96376 0.81278  0.572
C -0.80053 -2.47747 0.92179  -0.699
C -1.62669 -2.47154 -0.16446  1.377
C -3.01577 -3.01557 -0.05072  -1.884
N -1.17592 -2.00025 -1.35484  0.098
C -2.02569 -1.87758 -2.52624  -1.311
C -2.50918 -0.42615 -2.70493  -1.117
C -3.31214 0.02896 -1.52197  -0.460
C -4.69110 -0.10890 -1.49812  -0.535
C -5.40231 0.26413 -0.37484  -0.707
C -4.77065 0.75857 0.76198  0.498
O -5.61935 1.05261 1.78874  -0.519
C -5.19749 1.83428 2.88406  -0.692
C -3.36742 0.88046 0.75491  0.714
O -2.75029 1.32480 1.89442  -0.478
C -1.34518 1.39365 1.92214  -0.784
C -2.67130 0.52976 -0.39504  0.123
C 0.12518 -1.50427 -1.53895  0.402
O 0.47247 -1.11679 -2.64502  -0.726
C 0.96928 -1.48647 -0.37603  -0.663
C 2.33108 -0.85774 -0.51327  0.473
C 2.13675 0.62299 -0.75840  0.249
C 2.32709 1.19296 -2.00975  -0.070
C 2.07797 2.54525 -2.17502  -0.879
C 1.63581 3.27474 -1.08228  -0.499
N 1.45331 2.74409 0.11591  -0.683
C 1.70643 1.45578 0.26737  -0.162
H 5.37136 2.49392 -0.60921  0.227
H 5.81684 2.00812 1.03117  0.292
H 7.07940 2.42235 -0.13772  0.415
H 6.86253 -0.06283 0.17655  0.355
H 6.48214 0.42332 -1.50555  0.340
H 2.73959 -2.08540 3.83860  0.214
H 4.19494 -1.47945 3.02624  0.253
H -1.13133 -2.85936 1.87149  0.385
H -3.14516 -3.88163 -0.69938  0.425
H -3.19714 -3.32862 0.97299  0.351
H -3.75666 -2.26439 -0.31703  0.313
H -2.87113 -2.55681 -2.45041  0.593
H -1.41390 -2.14587 -3.39211  0.511
H -1.63150 0.20710 -2.83916  0.415
H -3.11218 -0.38107 -3.61237  0.564
H -5.21325 -0.49739 -2.35973  0.381
H -6.47677 0.17665 -0.34417  0.418
H -4.73501 2.76815 2.55787  0.268
H -6.10809 2.05555 3.44124  0.315
H -4.50008 1.29260 3.52601  0.216
H -0.89694 0.41040 1.74489  0.174
H -1.09376 1.73033 2.92691  0.328
H -0.95196 2.11173 1.19680  0.408
H -1.59892 0.64559 -0.42400  0.566
H 2.83992 -1.28006 -1.38753  0.915
H 2.65158 0.58102 -2.83687  0.523
H 2.21654 3.02231 -3.13326  0.443
H 1.41414 4.33129 -1.16161  0.450
H 1.55544 1.06939 1.26886  0.610

Its spin multiplicity is 1. As for the SMILES: CCOC(=O)C1=C(N)Oc2cc(C)n(CCc3ccc(OC)c(OC)c3)c(=O)c2[C@H]1c1cccnc1.

ii.
Entry from the OMol25 dataset: an isolated molecule of C27H29N3O6 (ωB97M-V/def2-TZVPD).

Each line ends with the Mulliken charge.
CARTESIAN COORDINATES (ANGSTROEM)
C -4.77273 0.07762 -3.07080  -0.965
O -4.84506 -0.13724 -1.68349  -0.452
C -4.21330 0.75310 -0.85501  0.664
C -4.33927 0.51130 0.51430  -0.287
C -3.74602 1.34843 1.42832  -0.371
C -3.01104 2.45458 1.00157  0.200
O -2.46217 3.22741 1.99576  -0.542
C -1.75295 4.38247 1.63148  -0.663
C -0.44419 4.12885 0.87070  0.419
O 0.06185 4.99226 0.18719  -0.656
N 0.03702 2.88336 1.08455  -0.098
C 1.09447 2.22595 0.49392  0.969
C 1.21630 0.84686 0.53730  0.313
C 0.27930 -0.05004 1.21215  0.938
O -0.57548 0.44728 1.95301  -0.861
N 0.34271 -1.38750 1.02739  0.432
C 1.27697 -2.09386 0.18273  -1.087
C 2.58097 -2.42451 0.92660  -0.561
N 3.58216 -2.93964 0.01173  0.099
C 4.92727 -2.73638 0.50789  -1.077
C 3.35409 -4.32902 -0.32461  -1.028
C -0.62147 -2.21573 1.74115  -1.161
C -1.59886 -2.84301 0.80431  0.079
C -1.73541 -4.12546 0.35484  -0.459
C -2.83102 -4.11441 -0.54319  -0.748
C -3.27036 -2.82726 -0.57634  -0.329
O -2.53086 -2.05533 0.23212  0.005
O 2.35866 0.44019 -0.09864  -0.461
C 2.96962 1.55241 -0.55466  -0.367
C 4.16954 1.60354 -1.24873  -1.087
C 4.62986 2.85121 -1.61350  -0.385
C 3.91564 4.00992 -1.29753  -0.795
C 2.72399 3.96135 -0.60987  -0.161
C 2.23388 2.71096 -0.22837  0.205
C -2.87780 2.69360 -0.35606  -0.385
C -3.47645 1.84684 -1.27952  -0.737
H -3.74082 0.02365 -3.43407  0.356
H -5.20624 1.04279 -3.35199  0.382
H -5.35545 -0.72241 -3.52604  0.248
H -4.90903 -0.34479 0.83750  0.410
H -3.82924 1.16556 2.48682  0.436
H -2.36694 5.07214 1.03737  0.438
H -1.50166 4.87747 2.57553  0.333
H -0.53155 2.23308 1.64614  0.295
H 0.78219 -3.00942 -0.14878  0.451
H 1.52503 -1.50292 -0.69825  0.305
H 2.96102 -1.49822 1.36072  0.499
H 2.37391 -3.12798 1.75293  0.251
H 5.12540 -3.27620 1.44730  0.364
H 5.63611 -3.08133 -0.24355  0.382
H 5.09021 -1.67285 0.67470  0.269
H 4.10279 -4.64603 -1.04865  0.382
H 3.41424 -4.99248 0.55368  0.365
H 2.37206 -4.44027 -0.77885  0.280
H -1.14740 -1.55289 2.43394  0.484
H -0.09256 -2.99528 2.29550  0.286
H -1.14302 -4.97261 0.63680  0.546
H -3.22898 -4.94899 -1.08283  0.470
H -4.06895 -2.34881 -1.10767  0.481
H 4.70517 0.69817 -1.48518  0.490
H 5.56014 2.93531 -2.15491  0.413
H 4.31177 4.96661 -1.60283  0.402
H 2.16666 4.85391 -0.37971  0.569
H -2.30627 3.53107 -0.72604  0.389
H -3.34845 2.06365 -2.32835  0.426

Its spin multiplicity is 1. As for the SMILES: COc1ccc(OCC(=O)Nc2c(C(=O)N(CCN(C)C)Cc3ccco3)oc3ccccc23)cc1.

i is the most stable structure; the next one sits 1.630 eV above it.

i.
Entry from the OMol25 dataset: a 5-piece molecular cluster, C7H20O4 overall (ωB97M-V/def2-TZVPD).

Each line ends with the Mulliken charge.
CARTESIAN COORDINATES (ANGSTROEM)
C 1.50865 0.88066 -0.01609  -0.786
C 0.32726 1.22074 0.35263  0.324
C -0.00511 1.76288 1.80775  -1.267
C -0.82140 1.09785 -0.58878  0.582
C -0.65700 1.55763 -2.01571  -1.520
C -2.00853 0.55899 -0.16942  0.246
C -3.26291 0.47950 -0.96261  -1.196
H 1.79717 0.46542 -0.89397  0.470
H 2.40602 0.84335 0.69459  0.098
H 0.53777 1.25890 2.68206  0.309
H 0.42123 2.83764 1.77969  0.324
H -1.03932 1.81869 2.10521  0.399
H -0.89931 2.55977 -2.23462  0.385
H 0.46485 1.50492 -2.41515  0.229
H -1.26007 1.17511 -2.81746  0.400
H -1.94451 0.17373 0.89622  0.183
H -3.35627 1.21042 -1.73136  0.330
H -3.10784 -0.53843 -1.51349  0.177
H -4.03153 0.31509 -0.27202  0.420
O 3.24699 -0.95518 0.83493  -0.642
H 3.61206 -1.37764 -0.02673  0.338
H 3.80458 -0.20722 0.82246  0.307
O 1.39065 -2.37753 2.56747  -0.733
H 0.73076 -1.82086 2.00392  0.468
H 1.80003 -2.72034 1.77862  0.297
O -1.02794 -1.15464 -2.46085  -0.587
H -0.98357 -1.14189 -1.46999  0.319
H -1.54257 -2.01244 -2.58856  0.306
O 0.25893 -1.46449 0.46090  -0.785
H 1.28506 -1.33048 0.61970  0.254
H -0.12949 -0.74856 0.91454  0.352

Its spin multiplicity is 1. As for the SMILES: C=C(C)/C(C)=C/C.O.O.O.O.

ii.
Entry from the OMol25 dataset: a 4-piece molecular cluster, C7H20O4 overall (ωB97M-V/def2-TZVPD).

Each line ends with the Mulliken charge.
CARTESIAN COORDINATES (ANGSTROEM)
C -0.98688 -2.25438 -2.12724  -1.052
C -1.96255 -1.40520 -1.84619  0.128
C -2.28055 -0.63036 -0.58980  -0.463
C -1.84317 -1.21931 0.73043  -0.660
C -0.30216 -1.26032 1.00662  -0.508
C 0.35653 0.03498 1.47649  -0.279
C 0.44081 0.13820 3.02062  -0.791
O 1.81065 -0.16629 3.42296  -0.537
H -0.85218 -2.64814 -3.13170  0.277
H -0.16269 -2.61611 -1.53052  0.322
H -2.49652 -1.06419 -2.72602  0.285
H -3.31968 -0.35245 -0.65673  0.365
H -1.71375 0.29722 -0.76658  0.143
H -2.32375 -0.80222 1.59268  0.406
H -2.00752 -2.29677 0.69772  0.353
H 0.13480 -1.55169 0.05859  -0.051
H -0.17759 -2.00948 1.78449  0.415
H 1.38033 -0.09305 1.25222  0.303
H 0.03311 0.95673 0.99652  0.396
H -0.08688 -0.67500 3.51594  0.325
H 0.18469 1.12701 3.39758  0.348
H 2.26606 0.67652 3.52942  0.285
O 0.67727 3.66112 -1.17229  -0.646
H 0.79866 2.84047 -1.67275  0.327
H -0.26978 3.79696 -1.17708  0.292
O 2.66425 1.98276 0.03973  -0.607
H 2.44744 2.76094 -0.48764  0.328
H 2.38868 2.22936 0.91964  0.298
O 1.76927 0.56447 -3.35936  -0.635
H 1.40343 -0.25875 -3.71494  0.313
H 2.02968 0.23696 -2.48280  0.319

Its spin multiplicity is 1. As for the SMILES: C=CCCCCCO.O.O.O.

ii is the most stable structure; the next one sits 2.382 eV above it.

i.
Entry from the OMol25 dataset: a 2-piece molecular cluster, C7H13O overall (ωB97M-V/def2-TZVPD).

Each line ends with the Mulliken charge.
CARTESIAN COORDINATES (ANGSTROEM)
C -1.11900 -1.30685 1.04015  -0.674
O -0.60304 -0.60431 -0.00632  -0.791
C -2.10785 -0.42997 1.84892  -0.494
C -1.37258 0.77296 2.44725  -0.933
H -0.34632 -1.70659 1.75080  0.253
H -1.66058 -2.22322 0.69837  0.242
H -2.64339 -0.99108 2.63108  0.341
H -2.84380 -0.10696 1.10896  0.276
H -2.06557 1.39281 3.02494  0.320
H -0.90464 1.30606 1.62361  0.171
H -0.59673 0.43345 3.13983  0.264
C 1.99397 2.09669 -1.72624  -0.973
C 1.45915 0.89228 -1.47370  0.301
C 1.81358 -0.25064 -2.31788  -0.389
C 1.21660 -1.44079 -2.18381  -0.649
H 2.75628 2.19662 -2.49778  0.247
H 1.79143 2.99024 -1.15015  0.299
H 0.70674 0.74729 -0.69013  0.372
H 2.59804 -0.00497 -3.03334  0.214
H 1.53228 -2.28672 -2.78260  0.250
H 0.39545 -1.47631 -1.45195  0.355

Its spin multiplicity is 1. The charge is -1.

ii.
Entry from the OMol25 dataset: C7H13O as an isolated structure (ωB97M-V/def2-TZVPD).

Each line ends with the Mulliken charge.
CARTESIAN COORDINATES (ANGSTROEM)
C 2.18409 -1.79311 -0.70679  -0.497
O 2.32490 -2.10563 -1.97903  -0.886
C 0.74829 -2.02969 -0.03742  -0.520
C -0.31335 -0.91347 -0.53660  -0.734
C 0.14618 0.64078 -0.24341  -0.571
C -0.50959 1.35977 1.05157  -0.398
C -2.19579 1.83865 0.27649  -0.225
C -1.38216 2.59093 1.12365  -0.805
H 2.56473 -0.79501 -0.54992  0.195
H 2.85596 -2.35681 0.02183  0.242
H 0.37482 -3.14704 -0.23945  0.278
H 0.88628 -1.81230 1.07759  0.244
H -1.29052 -1.07556 -0.11323  0.388
H -0.39741 -1.15343 -1.63750  0.348
H 1.22771 0.80745 -0.24519  0.393
H -0.29130 1.19881 -1.11466  0.196
H -1.07653 0.48284 1.59776  0.214
H 0.41841 1.56721 1.53159  0.488
H -3.08349 1.19283 0.71965  0.232
H -1.00933 3.49204 0.87841  0.190
H -2.18189 2.01076 -0.87534  0.230

Its spin multiplicity is 1. The charge is -1.

i is the most stable structure; the next one sits 5.438 eV above it.